i.
117
Properties=species:S:1:pos:R:3:mulliken_charge:R:1 method="wB97M-V/def2-TZVPD" total_charge=-1 homo_energy_ev="-2.4 / -5.2" mol_weight_g_mol=1285.988 orbital_gap_ev="4.4 / 7.2" multiplicity=2
La 0.099 -0.164 0.283 1.93
S 4.520 -2.929 -2.678 -0.04
C 5.873 -3.435 -3.620 -0.46
C 6.638 -2.384 -4.022 -0.58
C 6.140 -1.149 -3.578 -0.57
C 4.993 -1.255 -2.823 0.74
C 4.213 -0.208 -2.238 0.27
C 3.057 -0.487 -1.491 -0.73
N 2.233 0.417 -1.006 1.35
C 2.532 1.740 -1.214 -0.56
C 3.746 2.129 -1.851 0.85
C 4.067 3.519 -1.943 -1.22
C 3.240 4.463 -1.451 -1.13
C 1.977 4.108 -0.893 0.95
C 1.088 5.061 -0.429 -1.16
C -0.171 4.672 0.051 0.51
C -0.476 3.301 -0.014 -0.74
N 0.360 2.365 -0.406 0.82
C 1.613 2.733 -0.812 -0.56
C -1.118 5.618 0.564 0.45
C -2.230 5.412 1.347 -0.51
C -2.919 6.599 1.659 -0.59
C -2.346 7.707 1.120 -0.45
S -0.930 7.325 0.216 -0.21
C 4.561 1.148 -2.384 -1.03
H 6.018 -4.480 -3.812 0.41
H 7.529 -2.487 -4.616 0.39
H 6.620 -0.212 -3.795 0.38
H 2.790 -1.523 -1.307 0.02
H 5.005 3.790 -2.407 0.41
H 3.492 5.513 -1.493 0.42
H 1.367 6.106 -0.438 0.38
H -1.476 2.971 0.249 0.23
H -2.518 4.445 1.718 0.53
H -3.808 6.623 2.266 0.39
H -2.659 8.729 1.196 0.42
H 5.454 1.435 -2.917 0.31
F 0.386 -2.957 -3.804 -0.28
B 0.010 -2.696 -2.546 0.10
F 0.313 -1.402 -2.212 0.62
F 1.908 -2.505 0.924 -0.19
C 1.456 -1.447 1.739 -0.30
F 2.586 -1.082 2.430 -0.28
F 0.691 -2.120 2.704 -0.24
Cl -0.307 1.364 2.373 -0.64
S 3.478 2.712 2.656 -0.36
C 2.956 2.137 4.090 0.29
N 1.993 1.243 4.259 0.45
C 1.648 0.846 5.600 0.05
C 2.118 1.967 6.520 -0.66
S 3.592 2.654 5.682 -0.15
H 1.318 1.098 3.494 -0.58
H 2.154 -0.099 5.847 0.20
H 0.570 0.694 5.668 -0.15
H 2.396 1.624 7.513 0.42
H 1.374 2.762 6.592 0.32
C 0.118 1.184 -3.712 -0.85
N -1.317 1.014 -3.785 0.31
C -1.875 1.071 -5.111 -1.01
C -2.053 0.707 -2.714 -0.45
O -1.666 0.598 -1.564 -0.10
H 0.637 0.325 -4.146 0.34
H 0.402 1.282 -2.667 -0.20
H 0.408 2.084 -4.255 0.51
H -1.604 0.178 -5.680 0.34
H -1.484 1.946 -5.634 0.30
H -2.960 1.152 -5.072 0.32
H -3.122 0.568 -2.962 0.19
C -6.611 -0.148 7.260 -1.58
C -5.643 -0.463 6.159 0.80
C -4.472 0.257 6.000 -1.21
C -3.561 -0.052 5.000 1.42
C -2.283 0.715 4.929 -1.14
C -3.826 -1.080 4.088 -0.78
Te -2.357 -1.538 2.508 0.72
N -1.029 -2.203 0.174 0.39
C -1.056 -3.310 -0.298 0.16
O -0.594 -3.552 -1.802 -0.92
C -1.488 -4.614 0.208 -0.18
C -2.051 -5.585 -0.617 -0.35
C -2.507 -6.775 -0.077 -0.74
C -2.431 -6.996 1.290 -0.36
C -1.867 -6.034 2.111 -0.96
C -1.390 -4.853 1.578 0.14
C -3.843 -1.503 0.987 0.57
C -4.206 -2.690 0.375 -0.36
C -5.105 -2.711 -0.674 -0.91
C -5.658 -1.525 -1.122 -1.04
C -5.294 -0.332 -0.520 -0.60
C -4.385 -0.304 0.530 0.39
C -3.982 0.998 1.148 -1.64
C -4.990 -1.832 4.271 1.55
C -5.315 -3.015 3.415 -1.57
C -5.877 -1.515 5.292 -0.91
H -6.379 0.809 7.721 0.35
H -6.563 -0.919 8.030 0.31
H -7.630 -0.118 6.878 0.37
H -4.262 1.076 6.676 0.31
H -2.201 1.396 5.772 0.40
H -2.216 1.281 4.003 -0.04
H -1.438 0.027 4.934 0.00
H -2.131 -5.393 -1.676 0.49
H -2.923 -7.532 -0.725 0.40
H -2.796 -7.920 1.717 0.40
H -1.794 -6.200 3.174 0.46
H -0.933 -4.111 2.214 0.67
H -3.782 -3.617 0.726 0.54
H -5.382 -3.651 -1.130 0.51
H -6.376 -1.529 -1.932 0.37
H -5.729 0.597 -0.873 0.43
H -4.504 1.837 0.688 0.50
H -2.904 1.142 1.020 0.23
H -4.196 0.981 2.218 0.24
H -4.397 -3.519 3.114 0.02
H -5.840 -2.695 2.516 0.29
H -5.950 -3.710 3.961 0.51
H -6.773 -2.111 5.416 0.42

---

ii.
117
Properties=species:S:1:pos:R:3:mulliken_charge:R:1 method="wB97M-V/def2-TZVPD" total_charge=-1 homo_energy_ev="-3.6 / -3.6" mol_weight_g_mol=1285.988 orbital_gap_ev="5.3 / 4.8" multiplicity=2
La 0.810 0.885 -1.051 1.03
S -4.847 4.031 2.841 -0.19
C -6.359 3.730 2.080 -0.41
C -6.198 3.139 0.869 -0.70
C -4.838 2.916 0.541 -0.49
C -3.969 3.344 1.502 0.36
C -2.519 3.244 1.541 0.69
C -1.832 2.289 0.756 -0.98
N -0.540 2.083 0.822 1.23
C 0.211 2.816 1.697 -0.16
C -0.364 3.910 2.399 0.74
C 0.490 4.769 3.142 -1.10
C 1.823 4.538 3.197 -1.28
C 2.411 3.388 2.587 0.99
C 3.792 3.149 2.628 -1.39
C 4.321 2.052 1.913 1.59
C 3.460 1.151 1.352 -2.98
N 2.070 1.249 1.438 1.39
C 1.567 2.497 1.900 -0.01
C 5.759 1.894 1.706 0.41
C 6.403 1.189 0.726 -0.46
C 7.814 1.312 0.781 -0.91
C 8.235 2.097 1.808 -0.39
S 6.910 2.709 2.714 -0.24
C -1.744 4.083 2.319 -1.14
H -7.268 4.009 2.588 0.43
H -7.015 2.864 0.217 0.39
H -4.520 2.456 -0.383 0.60
H -2.382 1.666 0.053 0.15
H 0.053 5.624 3.646 0.44
H 2.481 5.214 3.731 0.45
H 4.459 3.849 3.114 0.41
H 3.821 0.307 0.777 0.75
H 5.872 0.625 -0.029 0.63
H 8.482 0.850 0.068 0.41
H 9.239 2.373 2.086 0.43
H -2.212 4.893 2.868 0.51
F 0.221 -0.346 1.397 0.37
B 1.359 0.009 2.113 -0.24
F 1.026 0.292 3.428 -0.28
F 1.004 3.405 -3.271 -0.20
C 0.364 3.043 -2.077 -0.55
F -0.963 2.875 -2.494 -0.20
F 0.321 4.259 -1.399 -0.23
Cl 2.563 -1.101 -1.063 -0.72
S 3.693 2.506 -1.360 -0.06
C 4.063 3.386 -2.695 -0.11
N 3.560 3.194 -3.915 -0.12
C 3.813 4.199 -4.925 -0.74
C 5.092 4.925 -4.511 -0.47
S 5.221 4.708 -2.699 -0.13
H 2.750 2.588 -3.992 0.25
H 2.971 4.895 -4.988 0.30
H 3.936 3.717 -5.896 0.36
H 5.051 5.988 -4.735 0.35
H 5.980 4.495 -4.971 0.31
C 5.448 -2.114 3.368 -0.98
N 4.229 -2.149 2.569 0.36
C 3.993 -3.257 1.646 -0.71
C 3.351 -1.195 2.719 -0.45
O 2.245 -1.203 2.106 -0.61
H 5.970 -3.059 3.261 0.37
H 5.222 -1.964 4.424 0.37
H 6.110 -1.311 3.039 0.31
H 4.951 -3.653 1.317 0.39
H 3.433 -2.903 0.781 0.19
H 3.428 -4.049 2.142 0.27
H 3.584 -0.424 3.450 0.79
C -4.116 -6.843 3.071 -1.60
C -3.466 -5.800 2.198 0.94
C -2.290 -5.168 2.576 -1.16
C -1.698 -4.193 1.777 1.63
C -0.409 -3.560 2.239 -1.30
C -2.286 -3.810 0.558 -1.19
Te -1.317 -2.149 -0.632 0.39
N -0.732 -0.394 -1.995 0.46
C -0.142 -0.369 -3.153 0.33
O 0.874 0.384 -3.388 -0.62
C -0.722 -1.136 -4.317 -0.10
C -1.170 -0.406 -5.415 -0.47
C -1.813 -1.043 -6.467 -0.60
C -2.027 -2.414 -6.426 -0.41
C -1.575 -3.147 -5.337 -0.73
C -0.922 -2.513 -4.289 0.13
C -3.236 -1.233 -0.696 0.72
C -3.764 -0.943 -1.953 -0.34
C -5.046 -0.436 -2.093 -0.64
C -5.830 -0.232 -0.965 -0.83
C -5.301 -0.491 0.289 -0.64
C -3.999 -0.970 0.447 1.42
C -3.458 -1.179 1.836 -1.74
C -3.440 -4.498 0.147 1.55
C -4.081 -4.243 -1.195 -1.59
C -4.015 -5.466 0.969 -0.90
H -3.586 -6.945 4.019 0.34
H -4.121 -7.818 2.579 0.32
H -5.154 -6.579 3.286 0.33
H -1.824 -5.438 3.521 0.22
H -0.111 -3.948 3.215 0.35
H -0.509 -2.475 2.305 -0.14
H 0.396 -3.760 1.527 0.29
H -1.020 0.666 -5.427 0.40
H -2.159 -0.471 -7.320 0.37
H -2.537 -2.910 -7.243 0.36
H -1.744 -4.217 -5.298 0.40
H -0.571 -3.085 -3.443 0.46
H -3.161 -1.120 -2.834 0.08
H -5.434 -0.221 -3.082 0.43
H -6.844 0.138 -1.066 0.39
H -5.905 -0.308 1.172 0.41
H -3.978 -0.536 2.551 0.51
H -2.391 -0.950 1.863 -0.13
H -3.583 -2.217 2.153 0.28
H -3.334 -3.899 -1.911 0.07
H -4.851 -3.471 -1.125 0.20
H -4.551 -5.154 -1.573 0.54
H -4.912 -5.980 0.632 0.40

---

Which one is the least stable? From the structures above, ii.